20
Properties=species:S:1:pos:R:3:forces:R:3:lowdin_charge:R:1 method="wB97M-V/def2-TZVPD" e_tot_ev=-9933.478 gap_ev="10.82 / 5.81" total_charge=+1 spin_multiplicity=2 e_lumo_ev="-3.44 / -8.45"
N -0.132 -0.977 0.958 3.552 2.799 -2.989 0.205
C 0.557 -1.965 0.051 -2.755 -0.234 0.167 -0.099
C -0.456 -2.136 -1.067 -0.862 0.508 -2.398 -0.128
C -1.153 -0.697 -1.188 -2.504 -2.975 0.430 -0.130
C -1.035 -0.068 0.175 -1.423 -1.151 1.198 -0.134
H 0.645 -0.337 1.274 -1.177 -0.589 1.380 0.144
H 1.593 -1.683 -0.145 -0.151 0.724 -0.144 0.158
H 0.639 -2.924 0.460 0.306 -1.429 1.466 0.121
H 0.070 -2.346 -2.013 0.072 0.346 0.293 0.122
H -1.161 -3.030 -1.078 0.782 1.265 1.099 0.146
H -0.833 -0.255 -2.081 1.576 1.651 -0.589 0.097
H -2.229 -0.703 -1.464 0.357 -0.817 0.440 0.133
H -0.751 0.968 0.090 0.999 0.135 0.633 0.092
H -1.960 0.038 0.871 0.777 -0.537 -1.415 0.190
H -0.017 1.728 2.270 -2.036 0.249 1.623 0.040
H 1.428 1.571 2.150 -0.602 0.800 -1.064 0.117
O 0.621 1.774 1.602 2.839 -1.010 0.230 -0.047
H 1.352 2.135 -1.260 0.009 1.970 0.580 0.063
H 0.432 2.670 -0.196 0.958 0.984 -0.356 -0.002
O 1.158 3.002 -0.778 -0.717 -2.690 -0.584 -0.087